Record 1
A structure of composition C10H24N2NbO4 at a distorted geometry. Source: OMol25; level of theory: ωB97M-V/def2-TZVPD.

```
41
Properties=species:S:1:pos:R:3:mulliken_charge:R:1
C 0.984 3.388 -0.355 -1.017
C 2.121 2.461 -0.847 -0.685
C 1.653 1.075 -1.281 -0.773
C 1.804 0.028 -0.140 0.240
C 3.189 -0.642 -0.297 -1.522
Nb 0.088 -1.450 -0.016 -0.860
C 1.364 -3.224 0.702 -0.491
O 2.267 -3.019 1.810 -0.256
O 1.493 -2.735 2.962 -0.366
C -1.524 0.159 -0.359 -0.372
C -2.853 -0.160 0.307 0.511
O -3.614 -0.982 -0.564 -0.572
C -3.693 1.042 0.734 -0.833
N -2.888 2.189 1.160 -0.555
N 0.282 -1.946 -2.090 -0.688
C -0.737 -2.375 -2.560 0.829
O -1.789 -2.479 -3.139 -0.550
H 0.028 2.899 -0.390 0.231
H 1.190 3.728 0.647 0.236
H 0.953 4.284 -0.953 0.327
H 2.626 2.969 -1.657 0.459
H 2.839 2.365 -0.051 0.327
H 2.320 0.757 -2.070 0.596
H 0.663 1.097 -1.717 0.395
H 1.835 0.578 0.802 0.417
H 3.895 0.040 -0.757 0.475
H 3.609 -0.921 0.656 0.361
H 3.080 -1.512 -0.921 0.258
H -1.331 -2.645 -0.007 0.084
H -0.248 -1.111 1.749 0.032
H 1.922 -3.633 -0.124 0.240
H 0.684 -4.017 1.007 0.452
H 1.626 -1.790 3.075 0.293
H -1.105 1.093 -0.021 -0.368
H -1.671 0.150 -1.432 0.486
H -2.643 -0.749 1.189 0.192
H -4.153 -1.549 -0.019 0.347
H -4.387 1.293 -0.055 0.349
H -4.315 0.705 1.568 0.349
H -2.129 1.829 1.720 0.169
H -3.436 2.808 1.736 0.254
```

Properties
- F_max (Eh/bohr) = 0.078
- ΔE to the lowest compared entry with this formula, charge and spin (eV) = 0.000
- net charge = -1
- HOMO level (eV) = -4.4
- frontier orbital gap (eV) = 7.2
- spin multiplicity = 1
- calculated total energy (eV) = -23472.9627

=====

Record 2
A structure of composition C10H24N2O8PS3 at a distorted geometry. Source: OMol25; level of theory: ωB97M-V/def2-TZVPD.

```
48
Properties=species:S:1:pos:R:3:mulliken_charge:R:1
C 0.707 7.125 -1.136 -0.864
C -0.566 6.428 -1.557 0.621
O -1.486 7.029 -2.035 -0.577
O -0.591 5.085 -1.446 -0.326
C -0.205 4.539 -0.161 -0.648
C 0.940 3.537 -0.329 -0.787
S 0.559 1.943 0.421 1.219
O -0.342 2.259 1.511 -0.762
O 0.056 1.104 -0.640 -0.518
N 1.905 1.416 1.084 -0.518
S 3.033 0.678 0.261 0.916
O 2.719 -0.681 -0.105 -0.519
O 4.301 0.901 0.932 -0.682
P 3.497 1.609 -1.676 0.170
S 2.532 1.069 -3.269 -0.388
H 0.498 7.762 -0.271 0.274
H 1.505 6.429 -0.881 0.285
H 1.011 7.768 -1.964 0.310
H -1.088 4.074 0.270 0.401
H 0.122 5.349 0.496 0.354
H 1.855 3.902 0.141 0.424
H 1.096 3.364 -1.399 0.395
H 4.851 1.267 -1.746 0.094
H 3.511 2.994 -1.447 0.052
C -2.371 -5.881 2.122 -0.738
O -2.201 -4.515 2.419 -0.350
C -0.856 -4.144 2.715 -0.828
C -0.299 -3.212 1.665 -0.117
N -0.109 -3.907 0.399 -0.363
C 0.255 -3.025 -0.711 -0.622
C -0.771 -2.001 -1.167 -0.123
O -1.935 -2.571 -1.763 -0.484
C -2.971 -2.899 -0.867 -0.562
H -3.438 -6.056 1.994 0.241
H -1.855 -6.169 1.199 0.308
H -2.007 -6.515 2.939 0.346
H -0.227 -5.035 2.807 0.415
H -0.863 -3.631 3.681 0.372
H 0.667 -2.830 2.006 0.353
H -0.982 -2.356 1.579 0.186
H -0.966 -4.393 0.164 0.144
H 0.494 -3.662 -1.568 0.321
H 1.171 -2.490 -0.446 0.336
H -0.300 -1.395 -1.941 0.260
H -1.052 -1.306 -0.370 0.252
H -2.994 -2.218 -0.011 0.254
H -2.893 -3.928 -0.496 0.188
H -3.917 -2.811 -1.405 0.285
```

Properties
- F_max (Eh/bohr) = 0.021
- net charge = -1
- HOMO level (eV) = -5.9
- frontier orbital gap (eV) = 8.5
- spin multiplicity = 1
- calculated total energy (eV) = -71913.6982

=====

Record 3
A structure of composition C10H24N6O6SSr at a distorted geometry. Source: OMol25; level of theory: ωB97M-V/def2-TZVPD.

```
48
Properties=species:S:1:pos:R:3:mulliken_charge:R:1
O -1.241 -0.336 -2.903 -0.420
H -1.028 -0.283 -3.850 0.215
Sr -0.806 -0.531 -0.150 1.347
N -2.872 1.055 -0.599 -0.168
N -0.733 2.256 -0.572 0.580
N 0.243 -2.554 1.110 0.638
N 1.555 -0.385 1.152 0.415
O -3.450 -0.053 -0.853 -0.502
O -0.483 -3.606 0.959 -0.930
O 2.194 0.854 1.320 -0.558
O 0.463 2.706 -0.503 -0.710
C -1.561 2.702 -1.571 0.097
C -2.753 1.941 -1.656 0.673
C 1.286 -2.575 1.949 0.021
C 2.049 -1.344 1.950 0.051
C -3.675 1.903 -2.809 -1.296
H -3.405 1.111 -3.536 0.156
H -3.667 2.873 -3.332 0.443
H -4.694 1.696 -2.465 0.347
C -1.164 3.776 -2.513 -1.316
H -0.301 3.468 -3.124 0.262
H -0.876 4.702 -1.989 0.330
H -1.991 4.007 -3.193 0.338
C 1.647 -3.718 2.830 -1.393
C 3.246 -1.190 2.846 -1.534
H 1.164 -4.644 2.499 0.369
H 1.340 -3.518 3.866 0.262
H 2.733 -3.865 2.834 0.359
H 3.616 -0.158 2.803 0.389
H 4.058 -1.863 2.526 0.388
H 3.003 -1.462 3.890 0.283
H -0.970 -3.303 -0.608 0.280
H 1.722 1.478 0.715 0.319
C 1.648 -0.694 -2.221 -1.039
H 1.448 -1.021 -3.244 0.361
H 2.165 -1.384 -1.530 0.346
H 1.838 0.379 -2.034 0.375
O -1.222 -2.679 -1.368 -0.655
H -1.727 -1.186 -2.797 0.318
H -0.831 -3.042 -2.185 0.272
N 0.066 2.627 2.638 -0.304
C -0.162 1.408 3.140 0.580
N 0.632 1.051 4.180 -0.505
S -1.373 0.348 2.599 -0.324
H 0.667 3.270 3.151 0.186
H -0.431 2.962 1.817 0.177
H 0.538 0.087 4.481 0.251
H 1.556 1.467 4.261 0.224
```

Properties
- F_max (Eh/bohr) = 0.058
- ΔE to the lowest compared entry with this formula, charge and spin (eV) = 0.000
- HOMO level (spin up / spin down) (eV) = -7.1 / -7.1
- frontier orbital gap (spin up / spin down) (eV) = 6.5 / 6.5
- spin multiplicity = 1
- calculated total energy (eV) = -43650.3399